# 1
The following is a DFT calculation (ωB97M-V/def2-TZVPD) of a structure of composition C39H33AuClN13S3 in a non-equilibrium geometry.

HOMO   -5.33 eV
LUMO level   -0.9136 eV
Energy   -109060.5974 eV
HOMO-LUMO gap   0.162 Eh
Maximum force   0.08115 hartree/bohr
2S+1   1

Last column: Löwdin charge in e.
Element x y z (Å)
H: -5.440 0.353 4.182  0.11
H: -0.704 -0.933 2.106  0.06
C: -3.316 -2.821 -3.291  -0.06
H: 5.167 -0.087 -1.425  -0.03
H: 0.809 3.071 2.530  0.09
H: -2.571 1.599 -2.161  0.11
H: -3.031 -3.488 -5.304  0.11
C: -2.440 2.531 -1.637  -0.06
H: 0.366 3.393 -3.599  0.12
C: 4.230 1.573 3.466  -0.05
C: 0.828 3.534 -2.635  -0.06
S: -1.353 0.988 0.391  0.84
N: 1.641 -1.883 1.811  0.08
C: -1.200 -2.821 -4.421  -0.06
N: 2.210 -1.164 1.137  -0.28
C: -3.806 0.211 1.234  -0.05
H: 2.575 3.989 0.777  0.11
H: -1.177 3.638 1.302  0.10
C: -1.358 -2.401 0.684  -0.36
N: 5.767 -4.803 -2.043  0.01
H: 0.423 1.534 -1.977  0.09
H: 5.180 1.134 3.726  0.11
C: -2.433 1.256 2.934  -0.06
C: 2.042 4.902 -1.086  -0.06
C: 2.363 1.714 1.978  -0.38
H: -3.307 3.766 -3.143  0.11
C: -2.560 -3.083 -4.421  -0.07
C: -0.585 -2.338 -3.279  -0.07
H: -3.170 -5.143 1.405  0.11
H: -3.325 1.430 4.864  0.11
C: -1.643 3.688 0.331  -0.06
C: 2.208 -4.648 -1.347  -0.41
H: -0.608 -2.996 -5.304  0.11
H: 1.383 5.570 -3.012  0.11
N: 3.450 -5.102 -1.612  0.14
H: -2.002 -4.085 -0.477  0.09
C: 3.591 1.153 2.316  -0.07
N: -0.022 1.194 1.200  -0.45
C: -2.710 -2.329 -2.148  -0.09
H: -1.491 1.701 3.212  0.11
H: -1.851 -2.014 3.995  0.11
C: -4.647 0.484 3.463  -0.05
H: -4.380 -3.005 -3.288  0.11
N: 0.547 -3.436 -0.856  -0.23
H: 1.978 3.839 4.573  0.11
C: 1.409 4.750 -2.309  -0.06
H: 4.027 0.858 -0.431  -0.07
C: -4.820 0.048 2.152  -0.05
C: -2.641 4.920 -1.467  -0.05
Au: 3.131 -1.713 -0.746  0.83
C: -1.343 -2.127 -2.140  -0.38
H: -2.949 5.863 -1.893  0.11
H: -3.125 -4.094 3.637  0.10
H: 3.556 -6.084 -1.814  0.15
C: 1.432 2.673 -0.478  -0.37
C: 4.121 0.073 -1.178  -0.80
N: 1.878 -3.396 -0.990  -0.07
C: 4.576 -4.330 -1.721  -0.48
S: -0.516 -1.539 -0.660  1.09
C: -1.918 -2.445 3.009  -0.06
C: -2.021 -3.600 0.485  -0.09
C: -3.456 1.090 3.846  -0.06
C: -1.837 2.512 -0.387  -0.31
C: -2.840 3.739 -2.171  -0.06
H: -3.903 -0.108 0.208  0.11
N: 6.568 -3.737 -2.037  -0.12
N: 0.116 -4.621 -1.108  -0.03
C: -1.276 -1.831 1.945  -0.14
C: -2.612 0.807 1.631  -0.32
C: 1.774 2.673 2.799  -0.10
H: 4.029 0.388 1.698  0.09
Cl: 3.351 0.702 -2.647  0.43
S: 1.497 1.163 0.528  1.08
H: 2.527 5.836 -0.844  0.11
N: 5.934 -2.682 -1.731  -0.10
C: 3.660 2.544 4.276  -0.06
N: 4.649 -2.998 -1.526  -0.14
H: -3.291 -2.109 -1.267  0.10
C: 2.065 3.866 -0.167  -0.06
C: -2.039 4.890 -0.214  -0.05
C: 2.427 3.087 3.940  -0.07
H: 4.171 2.866 5.170  0.11
C: 0.854 2.493 -1.729  -0.16
H: 0.474 -2.131 -3.268  0.11
H: -1.878 5.808 0.332  0.11
H: -5.749 -0.414 1.850  0.11
C: -2.659 -4.204 1.554  -0.05
N: 1.109 -5.410 -1.414  0.07
N: -1.470 -0.125 -0.680  -0.45
C: -2.623 -3.618 2.809  -0.07

# 2
The following is a DFT calculation (ωB97M-V/def2-TZVPD) of a structure of composition C39H33Br5InN4O3S.

HOMO (alpha / beta)   -4.16 / -4.16 eV
LUMO level (alpha / beta)   1.3352 / 1.3361 eV
Energy   -419306.3028 eV
HOMO-LUMO gap (alpha / beta)   0.202 / 0.202 Eh
Maximum force   0.01290 hartree/bohr
2S+1   1
Charge   -1

Last column: Löwdin charge in e.
Element x y z (Å)
H: -5.597 3.699 1.141  0.07
H: -2.598 0.178 7.229  0.06
C: 1.008 1.959 3.711  -0.02
C: -2.010 1.799 -1.184  -0.23
H: -4.701 1.317 1.207  0.07
H: 3.995 -3.259 2.768  0.09
H: -2.201 -1.216 3.751  0.07
C: -3.256 3.852 -1.632  -0.09
C: 2.496 0.088 3.950  -0.17
N: -1.951 0.515 -0.920  0.07
Br: -2.495 -4.167 1.819  0.73
O: -0.287 2.189 1.728  -0.04
H: -5.384 -2.913 -3.059  0.10
C: 4.011 -1.757 4.324  -0.10
C: 3.488 -0.343 -1.353  -0.15
C: -0.889 4.033 -1.232  -0.03
C: -1.097 -2.815 -0.190  -0.48
C: -0.955 -3.497 -2.518  -0.64
C: 2.663 -1.678 2.328  -0.55
O: -0.876 -1.909 0.729  -0.25
H: -0.703 2.854 2.283  0.09
C: -1.827 -3.976 0.054  -0.64
In: 0.188 -0.213 -0.096  0.80
N: 2.405 0.401 -1.132  0.08
C: -1.712 -4.651 -2.253  -0.77
H: 4.751 -2.273 4.923  0.10
C: 3.811 2.316 -0.895  -0.02
H: -3.192 3.257 1.619  0.09
H: -2.129 5.724 -1.575  0.09
C: 1.932 1.288 4.439  -0.04
C: -2.939 -0.350 -1.458  -0.28
H: 3.752 -0.139 5.685  0.11
H: -1.783 -1.082 6.293  0.07
C: -4.039 -1.271 -3.410  -0.09
H: 5.620 -0.470 -1.539  0.10
C: 4.771 0.172 -1.348  -0.06
C: -4.718 -2.184 -2.613  -0.10
C: 3.463 -0.584 4.737  -0.06
H: -4.953 1.136 2.949  0.08
C: -3.233 2.503 -1.523  -0.02
H: 5.916 1.969 -1.040  0.10
H: -2.591 0.315 -3.463  0.12
C: 4.927 1.529 -1.082  -0.07
C: -3.161 -0.363 -2.839  -0.03
C: -2.072 4.647 -1.480  -0.11
H: -4.200 4.350 -1.830  0.10
H: -3.584 1.127 5.162  0.10
C: -3.953 2.977 2.354  -0.33
C: -2.666 -0.441 6.331  -0.12
C: 0.623 1.465 2.442  -0.36
C: 2.552 1.720 -0.960  -0.32
C: -2.757 0.415 5.068  -0.32
H: 2.251 1.658 5.408  0.11
H: -5.979 3.583 2.864  0.07
C: -4.507 -2.170 -1.241  -0.07
H: -4.964 4.903 2.268  0.07
S: -2.764 0.458 2.257  0.93
C: 2.066 -0.424 2.682  -0.18
C: -2.961 -0.432 3.817  -0.48
C: 1.104 0.296 1.895  -0.05
H: 0.567 2.879 4.086  0.11
H: -3.543 -1.087 6.433  0.07
H: 3.875 3.381 -0.717  0.11
C: 3.591 -2.312 3.101  -0.15
Br: -0.370 -3.071 -4.270  0.73
H: -3.939 -0.921 3.826  0.08
O: 0.079 -1.490 -1.779  -0.20
H: -5.010 -2.893 -0.608  0.11
C: -4.252 1.492 2.189  -0.47
C: -3.628 -1.264 -0.665  -0.04
H: -3.441 -1.276 0.400  0.06
N: 0.332 1.941 -0.957  -0.01
H: -3.531 3.153 3.348  0.10
H: -1.841 0.997 4.946  0.09
H: -4.168 -1.284 -4.486  0.10
Br: -2.151 -5.841 -3.657  0.66
Br: -3.157 -6.440 -0.549  0.66
C: -5.195 3.842 2.147  -0.12
C: -0.615 -2.583 -1.526  -0.43
H: 0.033 4.589 -1.131  0.10
H: -4.141 1.925 -1.626  0.11
C: -2.142 -4.896 -0.958  -0.77
C: -0.820 2.617 -1.103  -0.22
Br: 2.171 -2.604 0.756  0.96
N: 1.437 2.567 -0.924  0.09
H: 3.309 -1.394 -1.537  0.08

# 3
The following is a DFT calculation (ωB97M-V/def2-TZVPD) of a structure of composition C39H33BrIN3O2PRe in a non-equilibrium geometry.

HOMO (alpha / beta)   -15.68 / -15.74 eV
LUMO level (alpha / beta)   -8.2862 / -10.3073 eV
Energy   -139083.3597 eV
HOMO-LUMO gap (alpha / beta)   0.272 / 0.200 Eh
Maximum force   0.04484 hartree/bohr
2S+1   4
Expectation value of S²   3.81
Charge   +3

Last column: Löwdin spin population.
Element x y z (Å)
C: 3.276 2.166 -3.663  0.00
H: -6.838 3.583 1.360  0.00
C: -5.697 3.877 -0.428  0.00
C: -1.714 3.803 -5.034  0.00
H: -1.197 -5.481 0.041  0.00
C: -3.364 3.339 -0.276  0.00
C: -0.744 4.672 -0.664  0.00
C: 4.249 -0.238 -1.010  0.17
N: -1.640 -3.026 -2.201  0.00
C: 3.461 0.583 -1.839  0.00
C: -1.461 3.963 -3.678  0.00
H: 5.326 -0.231 -1.129  0.01
H: -1.205 -2.443 -4.178  0.00
C: -2.449 2.714 -5.479  0.00
O: -0.988 2.007 -0.380  0.11
C: -2.945 1.780 -4.576  0.00
H: 2.420 5.547 0.137  0.00
C: -1.329 5.934 -0.736  0.00
H: -1.343 4.533 -5.741  0.00
C: -2.059 -2.766 -3.586  0.00
C: 1.280 1.357 -2.572  0.03
C: -4.777 3.068 1.649  0.00
H: -3.179 -1.031 4.953  0.00
H: -2.079 -0.777 7.151  0.00
C: 4.052 1.387 -2.837  0.06
I: 0.699 1.219 2.260  0.00
P: -1.730 3.210 -1.004  0.02
H: -2.815 -1.985 -3.600  0.00
C: 2.043 0.589 -1.677  0.02
H: -3.106 1.222 -2.509  0.00
C: -0.744 -3.381 0.381  0.00
C: 2.292 -1.038 0.128  0.11
H: -0.293 -4.433 2.059  0.00
C: 1.462 -0.196 -0.630  0.05
C: -3.525 2.989 1.064  0.00
N: -0.759 -2.160 -0.184  0.01
H: -4.325 4.075 -2.064  0.00
H: 0.194 0.203 7.296  0.00
Br: -2.453 -0.393 2.204  0.05
H: 0.002 -2.734 2.164  0.00
H: 0.202 1.300 -2.527  0.00
C: -1.567 -0.451 6.256  0.00
H: -1.937 -5.085 -2.297  0.00
H: 3.739 2.780 -4.424  0.00
C: -4.449 3.792 -1.025  0.00
H: 1.868 -1.672 0.899  0.01
C: -1.606 -4.277 -1.659  0.00
C: 3.664 -1.062 -0.059  0.03
H: 4.274 -1.712 0.554  0.00
O: -1.352 -0.778 -1.782  0.02
N: -0.297 -3.526 1.618  0.01
H: -2.472 -3.675 -4.011  0.00
H: 1.056 3.541 -0.329  0.00
H: -0.888 4.812 -3.325  0.00
H: -4.910 2.797 2.688  0.00
C: -1.547 -0.155 3.882  0.00
C: -2.706 1.933 -3.222  0.00
H: 1.271 2.728 -4.205  0.00
C: 0.344 0.551 5.193  0.00
C: -2.192 -0.592 5.025  0.00
C: -1.956 3.025 -2.777  0.00
C: 1.371 5.654 -0.103  0.00
C: -1.196 -4.490 -0.387  0.00
H: -1.001 8.039 -0.541  0.00
C: -5.861 3.511 0.901  0.00
H: -3.537 0.948 -4.935  0.00
Re: -0.500 0.047 0.014  2.23
C: 0.790 6.913 -0.162  0.00
C: -0.553 7.056 -0.486  0.00
C: 0.606 4.525 -0.355  0.00
H: -2.662 2.686 1.644  0.00
H: 5.129 1.365 -2.949  0.00
H: 1.384 7.792 0.049  0.00
C: 1.885 2.139 -3.536  0.05
H: -2.642 2.595 -6.537  0.00
H: -2.380 6.045 -0.976  0.00
C: -1.264 -1.989 -1.426  0.01
C: -0.300 0.107 6.339  0.00
H: -6.544 4.226 -1.003  0.00
C: -0.291 0.422 3.969  0.00
H: 1.326 1.001 5.256  0.00

Short version: relative energy (zero: lowest compared OMol25 entry of this formula, charge and spin) = 0.000; 0.000; 0.000 eV, in the order given.